1.
The following is a DFT calculation (wB97M-V/def2-TZVPD) of a molecular structure, C26H39N6OP3Pt in a non-equilibrium geometry.

Positions of all 76 atoms, in Å:
Pt 0.1757 -0.5542 0.3561
C 4.5952 1.9223 2.9096
N 3.7003 0.8704 2.5057
C 3.7356 -0.3844 2.9925
C 2.7036 -1.0785 2.3950
N 2.0622 -0.2467 1.5491
C 2.6785 0.9440 1.6186
P 2.3704 2.4563 0.6150
C 2.3410 1.5818 -1.0024
N 1.8002 0.3823 -1.2297
C 2.1284 0.0447 -2.4895
C 2.8801 1.0634 -3.0528
N 3.0027 2.0174 -2.1123
C 3.6741 3.2798 -2.2707
C 0.5454 2.5212 0.8679
N -0.2973 1.4927 0.9940
C -1.5133 2.0048 1.2882
C -1.4122 3.3766 1.3289
N -0.1208 3.6820 1.0686
C 0.4483 5.0021 1.0268
H 5.2303 1.5530 3.7156
H 5.2394 2.2344 2.0857
H 4.0391 2.7872 3.2749
H 4.4653 -0.7110 3.7099
H 2.4461 -2.1103 2.5339
H 1.8595 -0.8925 -2.9311
H 3.3053 1.1366 -4.0377
H 4.1666 3.3127 -3.2427
H 2.9660 4.1117 -2.2156
H 4.4290 3.4152 -1.4954
H -2.3592 1.3825 1.5083
H -2.1611 4.1199 1.5218
H -0.3127 5.7379 1.2773
H 1.2663 5.0910 1.7414
H 0.8314 5.2290 0.0311
C -0.2892 -3.0470 3.5118
P -1.1257 -2.1294 2.1741
C -2.5775 -1.3995 3.0125
C -1.9021 -3.4478 1.1542
C -2.6719 -4.4163 1.7939
C -3.4176 -5.3032 1.0335
C -3.3678 -5.2546 -0.3517
C -2.6016 -4.2983 -1.0024
C -1.8183 -3.4267 -0.2429
P -0.5448 -2.4078 -1.0871
C -1.1455 -2.1113 -2.7791
C 0.8194 -3.6047 -1.3152
H -1.0259 -3.5544 4.1362
H 0.2587 -2.3524 4.1475
H 0.3977 -3.7863 3.1051
H -3.1024 -2.1890 3.5538
H -3.2627 -0.9504 2.2953
H -2.2587 -0.6459 3.7313
H -2.7267 -4.4663 2.8713
H -4.0706 -6.0082 1.5344
H -3.9005 -5.9915 -0.9418
H -2.5863 -4.2714 -2.0813
H -1.0738 -3.0225 -3.3759
H -0.5284 -1.3521 -3.2576
H -2.1746 -1.7572 -2.7689
H 0.4129 -4.5078 -1.7790
H 1.2738 -3.8790 -0.3644
H 1.5921 -3.1914 -1.9631
C -3.1301 2.1464 -2.7475
C -1.8147 2.8982 -2.9576
C -0.7863 1.8496 -2.5383
O -1.4086 1.0037 -1.5758
C -2.8057 1.2372 -1.5720
H -3.3751 1.5537 -3.6341
H -3.9816 2.8007 -2.5644
H -1.7648 3.7746 -2.3103
H -1.6675 3.2183 -3.9876
H 0.1182 2.2770 -2.0976
H -0.4849 1.2278 -3.3932
H -3.0647 1.7352 -0.6189
H -3.3261 0.2717 -1.5801

## Properties
- LUMO energy (alpha / beta) (eV) = -15.568 / -15.598
- frontier orbital gap (alpha / beta) (eV) = 4.256 / 4.225
- total charge = +4
- HOMO level (alpha / beta) (eV) = -19.824 / -19.822
- energy above the lowest of the compared OMol25 structures with the same formula, charge and spin (kJ/mol) = 111.1

Löwdin population analysis, charges in e, atoms 1 to 6:
1 Pt 1.1279
2 C 0.0167
3 N -0.0947
4 C 0.0257
5 C -0.0737
6 N -0.0279

---

2.
The following is a DFT calculation (wB97M-V/def2-TZVPD) of a molecular structure, C26H39N7O12S2 in a non-equilibrium geometry.

Positions of all 86 atoms, in Å:
C -7.2292 -17.6252 18.3407
N -7.2521 -18.9179 17.6885
O -6.9601 -19.9296 18.3801
O -7.4745 -18.9595 16.5062
H -6.8543 -16.8146 17.7159
H -6.6309 -17.8161 19.2316
H -8.2619 -17.5193 18.6729
C 1.1654 -20.3013 19.1794
N 0.8474 -18.8688 19.0274
O 1.3353 -18.1228 19.8808
O 0.2356 -18.5590 17.9819
H 0.2889 -20.8403 19.5391
H 1.9503 -20.2657 19.9348
H 1.6171 -20.5738 18.2256
C -3.9440 -16.8815 15.2793
C -2.4438 -16.5344 15.6767
O -2.0830 -17.6260 16.4398
S -3.3069 -18.1779 17.4575
O -3.3172 -17.2504 18.5811
O -3.2425 -19.6380 17.5914
O -4.4497 -17.5997 16.3657
H -3.9366 -17.4776 14.3668
H -4.4999 -15.9471 15.2018
H -2.4030 -15.5327 16.1045
H -1.8713 -16.5503 14.7493
C -8.4566 -18.5498 13.2486
C -7.8558 -17.0858 13.3395
O -7.6405 -16.7104 12.0290
S -7.0105 -17.9901 11.2571
O -5.6191 -18.1890 11.6763
O -7.3014 -18.0252 9.8169
O -8.0087 -19.0502 11.9842
H -9.5444 -18.4822 13.2364
H -8.0558 -19.2141 14.0141
H -6.9465 -17.0528 13.9398
H -8.5857 -16.4600 13.8531
N -1.1677 -16.7227 11.3975
C -2.3935 -17.3461 11.4383
C -2.7221 -17.6097 10.1076
C -1.7186 -17.1100 9.3242
C -0.7652 -16.5822 10.1023
H -0.6862 -16.3924 12.2216
H -2.9885 -17.4758 12.3303
H -3.5942 -18.0647 9.6616
H -1.6204 -17.1246 8.2488
H 0.1603 -16.1014 9.8218
N -3.2925 -13.5641 12.8825
C -3.5880 -13.1800 14.1656
C -2.4324 -13.1912 14.8859
C -1.3259 -13.5098 14.0915
C -1.9647 -13.8187 12.8462
H -3.8836 -13.7850 12.0939
H -4.5800 -12.9377 14.5172
H -2.4068 -13.0448 15.9556
H -0.2882 -13.5962 14.3780
H -1.5896 -14.0610 11.8629
N -5.6824 -22.8401 17.6150
C -4.6896 -22.7955 18.5450
C -4.8638 -23.7548 19.5313
C -6.0541 -24.4245 19.1618
C -6.6085 -23.7280 18.0719
H -5.7880 -22.1620 16.8740
H -3.8908 -22.0749 18.4497
H -4.1680 -23.9918 20.3225
H -6.4247 -25.3346 19.6098
H -7.5616 -23.7916 17.5680
N 1.1246 -17.6329 14.6820
C 1.7255 -17.9783 13.4651
C 2.1797 -16.7750 12.9156
C 1.9793 -15.7323 13.7811
C 1.3176 -16.3049 14.8566
H 0.6571 -18.2083 15.3679
H 1.6803 -19.0128 13.1582
H 2.6927 -16.6252 11.9771
H 2.0741 -14.6653 13.6436
H 0.9688 -15.7688 15.7269
N -2.7558 -19.4349 21.7382
C -3.2870 -20.1599 22.7916
C -3.0944 -21.5330 22.4043
C -2.5696 -21.5422 21.1427
C -2.3202 -20.2423 20.7427
H -2.7991 -18.4307 21.6391
H -3.6426 -19.7141 23.7088
H -3.2796 -22.2846 23.1574
H -2.5118 -22.4396 20.5446
H -1.8615 -19.8245 19.8587

## Properties
- LUMO energy (eV) = -0.347
- frontier orbital gap (eV) = 7.254
- HOMO level (eV) = -7.601

Löwdin population analysis, charges in e, atoms 1 to 6:
1 C 0.0343
2 N -0.4336
3 O 0.0513
4 O 0.0598
5 H 0.1023
6 H 0.1057

---

3.
The following is a DFT calculation (wB97M-V/def2-TZVPD) of a molecular structure, C26H40CdCl2N3O3 in a non-equilibrium geometry.

Positions of all 75 atoms, in Å:
O 2.1503 1.0263 -2.0848
C 1.4342 1.6334 -3.0200
C 1.3749 3.1689 -2.8055
C 0.8059 3.6976 -1.6476
H 0.4371 3.0062 -0.8807
C 0.6717 5.0872 -1.4933
H 0.1933 5.4629 -0.5837
C 1.1193 5.9575 -2.4993
H 0.9607 7.0363 -2.4005
C 1.7139 5.4204 -3.6574
H 2.0455 6.0838 -4.4640
C 1.8571 4.0292 -3.7948
H 2.3326 3.5907 -4.6859
H 2.0034 1.5028 -3.9747
C 0.0354 -0.4459 -3.7656
C 0.0101 0.9554 -3.2381
H 0.0910 -0.4220 -4.8796
H -0.8791 -0.9839 -3.4354
H 0.9162 -0.9807 -3.3901
C -1.1091 1.7022 -3.2830
C -2.3730 1.3386 -4.0088
H -1.1398 2.6681 -2.7612
H -2.5358 2.1124 -4.7792
H -3.2191 1.3573 -3.3077
H -2.3158 0.3649 -4.5230
Cd -0.5838 -0.1140 -0.0369
Cl -1.5793 2.0913 0.4893
Cl -2.3277 -1.1507 -1.5381
C -2.9438 -1.3912 1.3135
O -1.7068 -1.6220 1.4971
N -3.9071 -2.2494 1.5910
C -3.6558 -3.5430 2.2196
C -5.2972 -1.8375 1.4289
H -3.2788 -0.4509 0.8503
H -2.6420 -3.8861 2.0025
H -4.3826 -4.2550 1.8175
H -3.8027 -3.4832 3.3078
H -5.3087 -0.9304 0.8124
H -5.7627 -1.6183 2.4044
H -5.8663 -2.6308 0.9294
H 1.6721 -4.7605 -0.9941
H 4.2451 -4.0256 -1.2099
C 1.5419 -4.0680 -1.8406
C 3.8997 -3.2889 -1.9541
N 2.4951 -2.9640 -1.7460
H 0.5168 -3.6841 -1.8528
C 2.1592 -1.8184 -1.1269
O 1.0509 -1.6725 -0.5641
H 4.4943 -2.3726 -1.8518
H 2.9382 -1.0367 -1.1844
H 1.7653 -4.6051 -2.7701
H 4.0409 -3.7142 -2.9569
C 0.3024 -1.4565 4.6275
N -0.7979 -0.6937 3.9873
C -2.0016 -0.6172 4.8808
C -0.4100 0.7305 3.5181
C 0.9327 0.7522 2.8416
C 2.0815 0.9582 3.6514
C 3.3611 0.9203 3.1057
C 3.5076 0.7834 1.7267
C 2.3475 0.6891 0.9355
C 1.1021 0.5608 1.4876
H 0.6015 -0.9395 5.5406
H 1.1418 -1.5554 3.9371
H -0.0968 -2.4406 4.8759
H -1.0696 -1.1738 3.0889
H -1.6786 -0.1902 5.8423
H -2.7736 0.0213 4.4171
H -2.3795 -1.6365 5.0261
H -1.2083 1.0548 2.8260
H -0.4322 1.3648 4.4214
H 1.9319 1.1077 4.7246
H 4.2332 1.0071 3.7541
H 4.4869 0.7483 1.2528
H 2.4628 0.7170 -0.1420

## Properties
- LUMO energy (eV) = 1.725
- frontier orbital gap (eV) = 4.678
- total charge = -1
- HOMO level (eV) = -2.953

Löwdin population analysis, charges in e, atoms 1 to 6:
1 O -0.2652
2 C -0.4937
3 C -0.1718
4 C -0.0673
5 H 0.0379
6 C -0.0948

---

4.
The following is a DFT calculation (wB97M-V/def2-TZVPD) of 3 unconnected molecules or ions with the total composition C26H40F17N3O5 in a non-equilibrium geometry.

Positions of all 91 atoms, in Å:
O 4.4965 -1.5970 1.3139
C 4.0047 -2.2853 0.4964
C 4.6650 -2.5708 -0.8705
C 3.5641 -3.2658 -1.6860
C 2.7965 -2.4323 -2.7285
C 1.9519 -1.3101 -2.1094
C 1.4205 -0.3583 -3.1648
F 2.4982 0.2612 -3.7087
F 0.8885 -1.0425 -4.1769
C 0.4870 0.7834 -2.6770
F -0.2233 1.1988 -3.7163
F 1.2395 1.8150 -2.3209
C -0.4611 0.5054 -1.4865
F 0.1846 0.2687 -0.3567
F -1.0929 1.6650 -1.2768
C -1.5949 -0.5309 -1.7457
F -1.1953 -1.5914 -2.4465
F -2.4750 0.0999 -2.5135
C -2.3815 -0.9719 -0.4612
F -2.4037 -0.0092 0.4360
F -3.6430 -1.1318 -0.8186
C -1.8312 -2.2607 0.2381
F -1.9018 -2.0427 1.5497
F -0.5483 -2.5041 -0.0074
C -2.6409 -3.5922 -0.0425
F -3.8871 -3.5724 0.3849
F -2.0345 -4.5205 0.6883
C -2.6075 -4.1216 -1.4975
F -3.1567 -5.3271 -1.4603
F -1.3957 -4.2943 -1.9238
F -3.3200 -3.4158 -2.3196
C 2.5739 -3.7673 -0.6096
N 2.7732 -2.9591 0.6224
H 4.9794 -1.6640 -1.3798
H 5.4656 -3.2901 -0.7055
H 3.8489 -4.1695 -2.2282
H 2.1091 -3.1105 -3.2406
H 3.4731 -2.0361 -3.4865
H 1.1445 -1.6667 -1.4732
H 2.6286 -0.7175 -1.4814
H 1.5277 -3.6928 -0.9136
H 2.7062 -4.8063 -0.2962
H 2.0059 -2.3009 0.7094
C -5.2546 -0.7475 7.2013
O -6.0538 -1.8856 6.9401
C -6.7326 -1.8598 5.6895
C -6.1016 -2.8015 4.6785
N -4.7991 -2.3266 4.2264
C -3.9812 -3.3202 3.5238
C -3.6766 -4.6456 4.2244
O -2.7782 -4.5586 5.3177
C -3.3372 -4.0797 6.5263
H -5.0172 -0.7483 8.2647
H -4.3106 -0.7767 6.6477
H -5.7854 0.1784 6.9636
H -6.8075 -0.8413 5.2960
H -7.7489 -2.2114 5.8866
H -6.7671 -2.8907 3.8137
H -6.0370 -3.7867 5.1548
H -4.2754 -1.9940 5.0235
H -3.0303 -2.8408 3.3003
H -4.4585 -3.5323 2.5661
H -3.1691 -5.2798 3.4919
H -4.5807 -5.1929 4.5157
H -4.3577 -4.4386 6.6801
H -3.3066 -2.9887 6.5630
H -2.7191 -4.4457 7.3469
C 4.9190 8.6130 -4.1029
O 4.2448 8.4009 -2.8773
C 2.8351 8.2436 -2.9947
C 2.4050 6.7996 -2.8036
N 2.8100 5.9556 -3.9213
C 2.7397 4.5143 -3.6697
C 3.4910 3.9245 -2.4758
O 4.9041 3.9108 -2.6036
C 5.5447 5.1500 -2.3678
H 5.9157 8.9868 -3.8705
H 5.0340 7.6841 -4.6707
H 4.4043 9.3540 -4.7208
H 2.4644 8.6502 -3.9407
H 2.3938 8.8348 -2.1876
H 1.3149 6.7638 -2.7079
H 2.8362 6.4595 -1.8546
H 3.7591 6.1842 -4.1813
H 3.1189 4.0234 -4.5695
H 1.6835 4.2381 -3.5814
H 3.2048 2.8764 -2.4095
H 3.1973 4.3747 -1.5198
H 5.0694 5.7136 -1.5612
H 5.5819 5.7483 -3.2810
H 6.5755 4.9424 -2.0778

## Properties
- SMILES string = O=C1C[C@H](CCC(F)(F)C(F)(F)C(F)(F)C(F)(F)C(F)(F)C(F)(F)C(F)(F)C(F)(F)F)CN1.COCCNCCOC.COCCNCCOC
- LUMO energy (eV) = 0.611
- frontier orbital gap (eV) = 9.192
- HOMO level (eV) = -8.581

Löwdin population analysis, charges in e, atoms 1 to 6:
1 O 0.1172
2 C -0.4881
3 C -0.0319
4 C -0.2835
5 C -0.1296
6 C -0.0747

---

5.
The following is a DFT calculation (wB97M-V/def2-TZVPD) of a gas-phase ion, C26H40I2N3O4 (charge +1) in a non-equilibrium geometry.

Positions of all 75 atoms, in Å:
C 1.3280 1.5878 3.2192
C -0.0613 1.9040 3.3771
C -1.0777 0.7326 3.7285
C -1.8442 0.1037 2.4234
N -0.9946 -0.9991 1.9364
C -1.4071 -1.4115 0.6015
N -0.8305 -2.5170 0.1095
C -1.1147 -2.9885 -1.2672
C 0.0758 -3.7534 -2.0123
C 0.9998 -4.6718 -1.0725
O 0.8741 -2.8815 -2.8794
C 1.3830 -1.7458 -2.1407
C 2.5026 -0.9939 -3.0404
C 2.1563 -0.5430 -4.5012
C 3.2628 0.2203 -5.2930
C 4.6309 0.4900 -4.5965
C 4.9753 0.0088 -3.1500
C 3.8797 -0.7507 -2.3657
N -2.3199 -0.5363 -0.1092
C -3.6071 -1.0892 -0.4231
C -4.2485 -2.0460 0.8617
C -3.8155 -3.6690 0.7979
O -5.2671 -3.0834 0.4494
C -2.1071 0.9054 0.1281
C -0.5774 1.3459 -0.1911
C -0.3241 2.0960 -1.5783
C 1.3016 2.1480 -1.7637
C 2.0092 3.1051 -0.6670
O 1.4440 4.4491 -0.6260
C -3.2292 1.9064 -0.4224
I -3.6858 1.7000 -2.5812
C -3.1781 3.4550 -0.1033
C -2.0248 4.1327 0.7266
I -3.3026 4.5948 -2.0097
O -2.2194 1.1508 1.5880
H 1.5827 0.4992 2.9839
H 2.0960 2.4127 3.3894
H -0.3846 2.9975 3.2860
H -1.9084 1.1878 4.3825
H -0.6016 -0.1054 4.3684
H -2.7917 -0.3699 2.9027
H -0.8918 -1.7885 2.5863
H -0.1649 -3.0194 0.7287
H -2.0262 -3.6959 -1.2855
H -1.4021 -2.0821 -1.9258
H -0.4310 -4.4870 -2.7501
H 0.3674 -5.5282 -0.6302
H 1.4993 -4.0730 -0.2253
H 1.8544 -5.1233 -1.6946
H 1.8813 -2.0815 -1.1696
H 0.5669 -0.9557 -1.9569
H 1.1348 -0.7570 -4.9725
H 3.0688 0.5653 -6.3681
H 5.4685 1.0695 -5.1348
H 5.9804 0.2213 -2.6444
H 4.0285 -1.1457 -1.3032
H -3.5735 -1.9158 -1.2345
H -4.5125 -0.4645 -0.6638
H -4.3406 -1.5402 1.9469
H -3.8336 -4.1745 -0.2360
H -3.9043 -4.2958 1.7474
H -0.2420 2.0856 0.6330
H 0.1938 0.5087 -0.1535
H -0.6827 1.4650 -2.4790
H -0.6533 3.1834 -1.6259
H 1.5846 2.5411 -2.8052
H 1.7126 1.0930 -1.6225
H 1.9029 2.6641 0.3921
H 3.1383 3.2364 -0.8567
H 1.1034 4.5562 0.2951
H -4.2118 1.5224 0.0619
H -4.1664 3.7732 0.4090
H -1.0074 4.2418 0.2217
H -1.8143 3.6521 1.7593
H -2.3601 5.2113 0.9806

## Properties
- LUMO energy (eV) = -3.557
- frontier orbital gap (eV) = 6.485
- total charge = +1
- HOMO level (eV) = -10.043

Löwdin population analysis, charges in e, atoms 1 to 6:
1 C -0.0081
2 C -0.1569
3 C -0.1064
4 C -0.3445
5 N 0.1543
6 C -0.1769

---

6.
The following is a DFT calculation (wB97M-V/def2-TZVPD) of a molecular structure, C26H40N12O4RbS in a non-equilibrium geometry.

Positions of all 84 atoms, in Å:
Rb 10.9420 12.0796 11.0196
N 15.8389 7.2095 15.2773
C 14.7813 8.1211 15.0878
C 14.9604 9.4648 15.4810
C 13.9338 10.4519 15.3157
C 12.6890 10.0659 14.8993
C 12.4500 8.7482 14.6329
C 13.4739 7.7774 14.6583
S 11.4411 11.2738 14.6198
O 10.2844 10.5615 14.1031
O 12.0216 12.1977 13.6556
N 11.1023 12.0761 15.9108
C 10.8470 11.4434 17.0669
N 11.0760 10.1284 17.1347
C 10.9897 9.5789 18.3323
C 10.6359 10.2641 19.4658
C 10.3058 11.6310 19.2677
N 10.4386 12.2170 18.0991
H 16.2607 7.4785 16.1955
H 15.3896 6.2977 15.1718
H 15.8970 9.8584 15.8060
H 14.1232 11.4587 15.6425
H 11.4803 8.5450 14.2151
H 13.1791 6.7533 14.3618
H 11.1813 8.5172 18.2584
H 10.4475 9.8294 20.4206
H 10.0778 12.2592 20.1734
N 10.1900 14.8839 8.8674
N 9.4001 13.9504 8.1771
C 8.2746 14.2006 7.4440
N 7.7136 13.1586 6.7882
N 7.8026 15.4640 7.3367
N 7.0691 15.8199 6.3224
O 6.9888 15.1121 5.3366
O 10.2092 11.1867 8.5460
H 9.9888 14.8262 9.8791
H 9.9384 15.8118 8.6165
H 9.6023 12.9393 8.3078
H 8.0697 12.2228 6.8291
H 7.2758 13.4891 5.9017
C 6.9010 12.0920 14.3580
C 6.7731 13.4643 13.7256
N 7.9431 14.3696 13.8444
C 7.9332 15.3962 14.8411
C 8.3565 14.9372 16.2615
C 8.9183 14.4068 12.8765
C 10.1935 15.0844 13.1906
N 8.8823 13.8627 11.7248
H 5.8805 11.6319 14.2988
H 7.2235 12.1800 15.3714
H 7.5077 11.3735 13.8663
H 5.9746 13.9729 14.2288
H 6.5306 13.4389 12.6848
H 6.9719 15.8158 14.9324
H 8.5945 16.2363 14.5295
H 7.4957 14.4342 16.7529
H 8.6936 15.7313 16.9083
H 9.2818 14.2440 16.2513
H 10.1742 16.1513 13.1248
H 10.8685 14.8432 12.3698
H 10.6908 14.7385 14.0870
H 8.0434 13.3633 11.4439
C 13.3733 11.4088 7.2028
N 12.7496 11.8060 5.9118
C 13.0830 13.2094 5.7025
C 11.2953 11.8359 5.9847
C 10.7631 10.4677 6.3335
C 10.8415 9.5158 5.3776
C 10.5676 8.1650 5.6517
C 10.1284 7.8743 6.9422
C 9.8858 8.8872 7.8884
C 10.2795 10.2028 7.6609
H 14.4725 11.4285 7.0532
H 13.0657 10.3428 7.3169
H 13.1146 12.1091 7.9843
H 14.1564 13.3951 5.9615
H 12.4996 13.9259 6.3665
H 12.9817 13.5292 4.6700
H 10.9909 12.1101 5.0373
H 11.0646 12.6217 6.7122
H 11.2534 9.7920 4.3705
H 10.5623 7.4413 4.8786
H 9.8041 6.8329 7.1512
H 9.3904 8.6329 8.8050

## Properties
- LUMO energy (eV) = 2.046
- frontier orbital gap (eV) = 6.852
- total charge = -1
- HOMO level (eV) = -4.806
- energy above the lowest of the compared OMol25 structures with the same formula, charge and spin (kJ/mol) = 28.5

Löwdin population analysis, charges in e, atoms 1 to 6:
1 Rb 0.9050
2 N 0.0607
3 C -0.3381
4 C -0.0235
5 C -0.0454
6 C -0.3392